Formula: C47H119N8O11Y
Source: the Open Molecules 2025 dataset
Level of theory: ωB97M-V/def2-TZVPD

XYZ file:
```
186
Properties=species:S:1:pos:R:3
Y 2.557 -3.330 1.599
O -4.441 1.511 -2.113
O 3.488 -3.977 -0.585
O -1.828 3.857 7.100
O -0.505 -2.947 -7.773
O 0.801 -2.025 0.537
O -5.228 -3.594 -2.294
O -1.858 5.529 2.103
O -5.314 -0.230 1.360
O 0.780 -3.167 3.164
O 3.622 1.017 2.503
O 6.512 -1.878 -0.059
N -4.182 3.092 2.614
N -0.378 -1.799 -7.036
N 3.625 -1.148 0.576
N -1.768 -4.804 -1.489
N -1.790 3.541 4.413
N -1.103 5.620 0.969
N 3.158 -1.695 3.325
N 5.030 -3.649 1.568
C 1.097 5.619 2.124
C 0.188 6.343 1.186
C -5.896 -2.485 -2.947
C -5.603 -0.722 0.112
C -1.002 1.179 4.545
C -0.903 -0.464 1.061
C -0.815 -1.872 -5.621
C 0.855 -2.179 4.157
C -0.742 -0.471 -5.009
C 0.839 0.320 -6.637
C -5.643 1.571 3.649
C 4.910 -4.235 -0.855
C -0.045 7.805 1.745
C 5.549 -4.621 0.528
C -2.307 -2.281 -5.588
C -0.474 -1.532 0.108
C -3.807 -3.471 -2.215
C -1.114 2.701 6.620
C -0.027 -2.915 -4.787
C -4.912 1.151 1.288
C -3.609 -4.364 0.158
C -1.231 4.448 0.154
C 2.407 1.695 2.730
C 0.909 -0.757 -8.828
C -0.873 3.127 0.864
C 5.329 -6.060 0.944
C 0.932 6.425 -0.141
C -2.667 4.472 -0.434
C 0.854 -1.071 -7.301
C -0.345 4.634 -1.190
C -0.582 -3.651 3.097
C -4.484 1.649 2.660
C -3.214 -4.548 -1.287
C 5.934 -0.646 -0.438
C 7.823 -1.811 0.511
C 2.813 -3.763 -1.864
C 2.342 -1.958 4.544
C -0.477 -0.984 -1.352
C 0.544 0.252 -5.135
C 2.506 -0.741 5.517
C 3.664 0.449 -1.206
C 1.061 5.079 -0.918
C -3.548 0.673 -2.784
C -1.717 2.364 5.241
C -1.241 4.402 8.243
C 2.134 -1.865 -6.978
C 4.393 -0.757 -0.632
H -6.960 -2.678 -2.808
H 0.241 -3.800 -5.363
H -4.930 3.622 2.191
H 0.899 8.348 1.782
H -5.750 1.783 0.993
H -1.271 -2.827 2.909
H -1.895 -0.071 0.838
H -2.951 -3.578 0.528
H 1.813 0.800 -6.732
H 2.663 -2.851 5.081
H 6.050 0.003 0.430
H 0.050 1.447 4.454
H 5.273 -3.369 -1.408
H -6.146 -1.645 0.315
H -1.192 -4.015 -1.233
H -1.611 0.079 -5.370
H -2.707 3.782 -1.276
H -1.100 0.191 4.996
H 1.508 1.146 2.451
H -5.228 1.622 -2.651
H -4.680 -4.227 0.306
H 0.358 -2.401 5.102
H -6.252 -0.083 -0.486
H -3.298 -5.288 0.646
H -3.923 0.289 -3.733
H -1.080 3.702 9.063
H 6.631 -4.626 0.392
H -0.129 0.303 1.033
H 3.483 -0.525 5.949
H -1.352 -2.708 -8.156
H -2.626 -3.218 -6.046
H 3.013 -0.717 3.119
H 2.035 6.172 2.145
H -1.322 1.053 3.510
H 2.964 -1.737 -7.673
H -3.499 4.248 0.234
H 2.464 -1.624 -5.968
H 4.141 -1.570 -1.313
H -2.278 4.225 4.973
H 1.977 6.725 -0.060
H -0.937 -0.877 2.069
H -0.740 5.370 -1.890
H 1.902 -0.933 6.404
H 0.924 -2.592 -4.362
H -3.455 -2.503 -1.858
H 6.413 -0.091 -1.245
H 8.077 -2.841 0.760
H 1.905 -2.921 -7.119
H 2.347 1.922 3.794
H -1.161 -2.377 0.060
H -6.378 2.358 3.479
H -3.794 -5.405 -1.630
H 5.094 -5.041 -1.566
H 7.795 -1.262 1.451
H -3.517 -3.591 -3.259
H -0.635 -4.447 2.354
H 4.344 -6.390 0.615
H -2.525 3.337 3.751
H 1.353 -0.280 -4.635
H -5.286 1.607 4.678
H 5.320 -6.131 2.032
H 4.325 1.510 2.931
H 2.624 0.193 -1.406
H 5.584 -3.876 2.382
H 4.091 -0.629 1.307
H 1.271 4.554 1.970
H -0.920 -0.579 -3.939
H -1.501 -0.834 -1.696
H 8.594 -1.400 -0.141
H -0.218 -1.857 -1.950
H 2.240 0.190 5.015
H -2.786 2.188 5.361
H -3.380 -0.217 -2.177
H -5.605 -1.494 -2.596
H 1.625 5.104 -1.851
H 0.218 -0.172 -1.566
H -2.861 5.459 -0.856
H 5.420 -2.751 1.320
H -2.729 -2.333 -4.584
H 1.776 -3.549 -1.609
H 0.893 -1.631 -9.479
H 6.116 -6.693 0.534
H -1.776 2.636 1.227
H -5.678 -2.397 -4.011
H -2.564 1.118 -2.933
H 0.671 5.711 3.123
H -1.810 5.249 8.629
H -0.616 -3.330 -3.970
H 0.105 0.982 -7.098
H -0.678 8.365 1.057
H -3.629 1.092 3.042
H -6.205 0.647 3.510
H -1.385 4.806 2.521
H 1.825 -0.208 -9.046
H -0.367 7.851 2.785
H 2.414 2.640 2.187
H -0.370 2.445 0.178
H 0.312 -1.320 3.763
H -0.316 4.962 8.111
H -4.694 -0.993 -0.425
H 4.056 -1.482 3.737
H 4.080 0.749 -2.168
H -1.076 1.839 7.286
H -3.389 3.214 2.001
H -4.042 1.260 0.641
H -2.900 -1.534 -6.116
H 3.703 1.292 -0.516
H -1.435 -5.577 -0.931
H -0.257 3.728 -1.789
H 3.108 -3.062 -2.645
H 1.596 4.349 -0.311
H 2.704 -0.749 0.462
H 0.512 1.178 -4.561
H -0.073 3.013 6.541
H 0.461 7.156 -0.797
H 0.041 -0.138 -9.055
H -0.952 -4.058 4.038
H -0.164 3.168 1.692
H 2.609 -4.743 -2.295
```

Calculated values
molar mass = 1061.4 g/mol
orbital gap = 0.176 hartree
net charge = +2
relative energy (zero: lowest compared OMol25 entry of this formula, charge and spin) = 0.0 kJ/mol

Here are the Mulliken charges for atoms 1 to 6, given in e: atom 1 (Y): 1.118, atom 2 (O): -0.492, atom 3 (O): -0.010, atom 4 (O): -0.335, atom 5 (O): -0.453, atom 6 (O): 0.700


Formula: C47H128N18O18
Source: the Open Molecules 2025 dataset
Level of theory: ωB97M-V/def2-TZVPD

XYZ file:
```
211
Properties=species:S:1:pos:R:3
O 21.377 9.220 -7.166
O 16.556 2.473 -5.052
O 19.191 5.106 -2.539
O 27.817 9.150 5.839
O 23.048 4.968 -2.868
O 31.084 6.417 -4.462
O 19.923 -1.576 -4.774
O 25.164 5.168 2.320
O 25.180 9.716 -4.776
O 23.815 8.847 3.214
O 22.981 2.332 7.945
O 28.437 2.521 -7.001
O 25.012 3.471 12.470
O 18.800 6.182 -7.293
O 23.594 5.325 -7.044
O 20.741 2.068 0.728
O 22.197 9.681 -1.314
O 28.231 2.902 -0.283
N 19.226 8.304 -8.737
N 29.138 5.449 -1.396
N 27.282 9.029 3.617
N 22.685 7.607 -2.033
N 19.683 0.025 -2.304
N 25.635 8.879 -1.169
N 19.702 7.296 -2.297
N 18.567 2.646 -3.974
N 29.378 9.552 4.247
N 29.914 2.126 -4.525
N 22.715 10.453 4.390
N 24.840 1.625 10.168
N 24.541 3.370 -9.041
N 17.781 6.745 -3.364
N 23.166 8.171 0.105
N 24.770 10.933 3.568
N 17.639 0.615 -4.303
N 25.043 5.391 -0.560
C 22.693 8.573 -1.086
C 19.871 1.191 -1.380
C 20.978 -0.308 -2.957
C 22.806 4.881 -8.121
C 28.568 1.470 -4.787
C 25.073 11.124 -4.733
C 25.751 6.210 1.551
C 23.217 6.644 -6.646
C 23.630 4.515 -9.312
C 25.324 4.416 13.452
C 20.594 8.470 -9.292
C 22.720 4.115 -10.465
C 17.535 1.962 -4.504
C 31.476 5.225 -5.061
C 20.799 -1.633 -3.664
C 18.944 6.290 -2.797
C 24.142 4.134 -2.467
C 22.490 9.834 -6.578
C 29.579 3.098 -0.678
C 30.053 4.551 -0.611
C 25.110 1.300 8.769
C 21.279 9.602 -8.526
C 18.683 5.145 -6.332
C 24.925 8.990 -3.596
C 30.802 6.264 -3.079
C 28.051 2.644 1.088
C 26.056 1.969 10.888
C 23.756 9.989 3.666
C 26.057 9.082 -2.570
C 18.475 7.208 -9.361
C 20.760 0.965 -0.163
C 27.157 8.076 -2.818
C 22.215 4.276 -3.785
C 24.129 5.501 3.233
C 26.252 5.753 0.220
C 19.753 -2.793 -5.435
C 25.786 2.290 12.343
C 25.355 4.870 -1.893
C 23.557 3.504 7.420
C 28.238 1.463 -7.886
C 27.833 2.408 -5.721
C 21.758 3.037 0.529
C 18.654 5.869 -8.670
C 23.807 1.160 7.993
C 27.788 1.318 -3.481
C 29.559 5.446 -2.801
C 28.144 9.173 4.656
H 24.534 5.166 13.428
H 29.732 4.423 -3.158
H 27.822 3.464 -5.434
H 27.700 8.954 2.711
H 22.050 7.703 -2.803
H 29.987 2.738 -5.338
H 31.060 4.614 -1.027
H 24.393 11.489 -5.503
H 17.043 0.090 -4.917
H 28.146 8.520 -2.671
H 26.781 0.906 -3.629
H 20.538 -2.469 -3.010
H 19.130 2.158 -3.313
H 25.210 3.856 -8.442
H 24.531 3.632 -3.361
H 32.302 4.685 -4.586
H 25.470 3.989 14.447
H 20.326 0.081 0.314
H 26.233 4.952 13.150
H 24.920 9.560 -0.925
H 20.315 2.081 -1.829
H 26.672 6.604 -0.317
H 23.203 6.747 -1.954
H 27.440 2.186 -2.917
H 18.881 -2.962 -6.074
H 23.992 9.258 -3.086
H 18.442 0.229 -3.783
H 27.012 4.987 0.395
H 21.573 3.971 1.054
H 23.792 3.282 -1.877
H 21.803 -0.410 -2.249
H 23.302 4.042 -11.384
H 20.521 8.697 -10.355
H 25.185 7.986 -0.993
H 26.710 2.205 12.927
H 18.790 7.218 -10.409
H 23.881 3.395 6.382
H 28.495 1.667 1.307
H 25.416 10.743 2.820
H 26.357 9.350 3.857
H 22.375 6.658 -5.952
H 28.743 0.536 -7.597
H 23.575 7.256 0.220
H 21.170 7.549 -9.156
H 21.260 4.805 -3.822
H 29.515 2.785 -1.724
H 30.764 1.612 -4.747
H 22.497 4.215 -4.839
H 24.102 0.952 6.959
H 17.893 5.095 -8.797
H 21.766 -1.836 -4.147
H 24.342 3.823 8.112
H 22.534 9.640 -5.505
H 30.186 4.993 0.378
H 19.555 5.270 -5.687
H 21.288 0.401 -3.727
H 26.183 4.157 -1.795
H 17.807 5.251 -5.692
H 22.746 2.643 0.784
H 24.631 4.704 0.069
H 19.448 8.237 -2.542
H 28.733 5.795 -3.424
H 24.155 2.370 10.097
H 20.814 10.580 -8.662
H 26.554 6.690 2.133
H 18.874 1.366 -0.974
H 24.416 11.799 3.917
H 26.982 2.487 1.248
H 24.206 5.396 -9.606
H 22.253 9.669 -9.028
H 30.611 4.560 -5.133
H 23.155 7.329 -7.488
H 18.660 4.172 -6.822
H 26.773 1.144 10.853
H 28.386 3.454 1.740
H 25.230 1.481 12.831
H 30.245 2.352 -0.232
H 31.733 5.907 -2.627
H 25.186 7.150 1.527
H 19.640 -0.738 -1.630
H 23.159 0.382 8.389
H 27.176 1.192 -7.967
H 22.190 9.776 4.922
H 17.405 7.408 -9.469
H 24.440 6.407 3.754
H 27.208 7.866 -3.892
H 30.629 7.262 -2.670
H 25.658 2.083 8.224
H 19.590 5.387 -8.990
H 28.750 0.513 -5.276
H 23.022 8.697 0.951
H 21.892 4.791 -10.689
H 22.790 4.277 7.458
H 23.415 9.499 -7.056
H 21.915 3.299 -3.395
H 22.815 11.337 4.855
H 26.765 2.208 -5.871
H 25.728 0.401 8.738
H 22.461 10.930 -6.626
H 23.126 5.493 2.804
H 28.494 1.767 -8.899
H 28.291 0.556 -2.887
H 24.854 11.639 -3.795
H 31.706 5.450 -6.105
H 24.076 4.779 4.052
H 24.057 6.986 -6.034
H 21.716 3.229 -0.547
H 25.661 5.736 -2.482
H 24.126 2.702 -8.398
H 22.291 3.125 -10.295
H 29.572 9.751 3.285
H 22.162 4.011 -7.897
H 21.801 0.756 -0.424
H 24.788 7.919 -3.772
H 27.222 7.151 -2.248
H 26.649 2.789 10.462
H 17.761 7.743 -3.304
H 19.603 -3.699 -4.836
H 20.607 -2.876 -6.115
H 21.922 5.515 -8.270
H 18.566 3.634 -3.767
H 26.087 11.439 -4.995
H 30.124 9.684 4.907
H 19.251 8.087 -7.749
H 26.482 10.081 -2.442
H 28.235 5.001 -1.293
H 20.484 7.183 -1.677
H 17.025 6.141 -3.624
```

Calculated values
molar mass = 1233.6 g/mol
orbital gap = 0.313 hartree

Here are the Mulliken charges for atoms 1 to 6, given in e: atom 1 (O): -0.189, atom 2 (O): -0.715, atom 3 (O): -0.631, atom 4 (O): -0.660, atom 5 (O): -0.037, atom 6 (O): -0.412


| no. | HOMO energy (eV) |
| --- | --- |
| 1 | -10.99 |
| 2 | -8.31 |